(1)
DFT (the ωB97M-V functional and the def2-TZVPD basis) results for one molecule with the formula C4H8N2.

Last column: Löwdin charge in e.
Cartesian coordinates (Å):
C 1.205178 1.047791 -0.694711  -0.14
C -0.109281 0.873310 0.088553  -0.19
C -0.561379 -0.540567 0.717317  -0.36
N -1.803836 -1.039459 0.128351  0.03
C 0.649331 -1.337617 0.466093  -0.21
N 1.691402 -1.642714 0.065433  0.15
H 1.320595 0.448841 -1.606993  0.07
H 2.138646 0.982423 -0.120369  0.07
H 1.067374 2.093272 -0.987906  0.07
H -0.066731 1.615170 0.894073  0.10
H -0.919407 1.145992 -0.593258  0.10
H -0.738696 -0.461790 1.800792  0.14
H -1.647480 -1.382942 -0.813484  0.08
H -2.225715 -1.801711 0.656109  0.08

Forces on the atoms, in the same order (eV/Å):
C -0.28 0.52 -0.07
C -0.46 -0.49 0.38
C 0.33 0.59 -0.20
N 0.20 -0.04 -0.12
C 1.04 -0.35 -0.44
N -0.85 -0.47 0.60
H -0.24 0.04 0.36
H -0.47 -0.14 0.03
H 0.55 0.01 -0.33
H -0.29 -0.20 -0.07
H -0.06 0.04 0.24
H 0.22 0.15 -0.40
H -0.02 0.10 0.03
H 0.32 0.25 -0.01

The value obtained for the total energy is -266.690200 hartree. Its SMILES is CC[C@@H](N)C#N.



(2)
DFT (the ωB97M-V functional and the def2-TZVPD basis) results for one molecule with the formula C4H8N2.

Last column: Löwdin charge in e.
Cartesian coordinates (Å):
C -1.639749 -0.372090 -0.027114  -0.12
C -0.942532 0.858963 -0.059718  -0.24
N 0.119665 1.576366 -0.260606  0.03
N 1.265474 0.938698 -0.336892  -0.15
C 1.422431 0.070550 0.713208  -0.24
C 1.442887 -0.494602 -0.566046  -0.15
H -2.268212 -0.569203 -0.869017  0.09
H -1.045583 -1.303575 0.143128  0.08
H -2.347598 -0.411816 0.713515  0.06
H -1.767892 1.678605 -0.037156  0.13
H 0.459565 -0.278214 1.344948  0.15
H 2.273084 0.344069 1.402065  0.13
H 0.690319 -1.186403 -1.062805  0.12
H 2.338135 -0.851350 -1.097508  0.10

Forces on the atoms, in the same order (eV/Å):
C 1.99 -4.54 -0.52
C -2.25 7.32 -1.19
N -4.67 -0.69 -0.29
N 3.67 -0.02 -1.47
C 0.16 -1.56 6.89
C 0.24 -3.18 -4.29
H -0.04 0.26 -1.19
H -0.29 0.65 -0.35
H -1.60 0.50 2.31
H 0.96 -1.25 0.23
H 2.17 1.25 -1.27
H -0.61 -1.09 -0.80
H 0.02 1.28 1.49
H 0.26 1.07 0.44

The value obtained for the total energy is -266.530504 hartree. Its SMILES is C/C=N\N1CC1.



(3)
DFT (the ωB97M-V functional and the def2-TZVPD basis) results for a 4-piece molecular cluster, C4H8N2 overall.

Last column: Löwdin charge in e.
Cartesian coordinates (Å):
C -2.010469 -0.935687 0.001723  -0.14
C -0.821092 -0.030187 -0.008422  -0.63
C -1.157594 1.408601 -0.033884  -0.13
C 2.596730 -0.243279 0.025587  -0.06
H -2.452652 -1.020543 1.114770  0.11
H -2.808819 -0.623939 -0.727006  0.05
H -1.623061 -1.991343 -0.562484  0.14
H -2.228433 1.430231 -1.108767  0.18
H -1.762700 1.550986 1.537847  0.20
H 0.369561 2.164454 -0.063078  0.22
H 3.398382 0.577256 -0.267768  0.10
H 2.774437 -1.375412 0.254390  0.10
N 0.370842 -0.583950 0.037528  0.01
N 1.441706 0.311324 -0.050089  -0.14

Forces on the atoms, in the same order (eV/Å):
C -0.17 -3.15 -0.63
C 1.24 -0.13 0.25
C -0.09 1.35 0.83
C 0.54 1.21 -0.63
H 0.98 -0.21 -2.73
H 0.65 0.15 1.07
H -1.12 2.48 2.33
H 3.38 0.71 3.55
H 1.34 -0.06 -4.31
H -4.33 -1.94 -0.17
H -1.05 -2.37 1.05
H -0.26 2.19 -0.53
N -1.46 0.63 -0.04
N 0.36 -0.85 -0.05

The value obtained for the total energy is -266.383733 hartree.



(4)
DFT (the ωB97M-V functional and the def2-TZVPD basis) results for one molecule with the formula C4H8N2.

Last column: Löwdin charge in e.
Cartesian coordinates (Å):
C -1.207128 1.283352 0.283196  -0.09
C 0.153660 0.873006 0.372349  -0.33
N 0.958398 0.659457 -0.892414  0.05
N 1.983739 -0.172290 -0.241069  0.03
C 0.630808 -0.442579 -0.030113  -0.41
C -0.178426 -1.948438 -0.474382  0.03
H -1.951704 0.721139 0.813663  0.08
H -1.489248 1.543075 -0.741722  0.10
H -1.318332 2.232310 0.863291  0.09
H 0.731896 1.484265 1.236441  0.17
H 2.455581 0.483737 0.484418  0.12
H 0.647168 -2.537184 -1.075281  0.09
H -1.052131 -1.781272 -1.098379  0.04
H -0.364281 -2.398577 0.500002  0.04

Forces on the atoms, in the same order (eV/Å):
C -2.39 2.95 0.12
C 3.57 0.66 2.43
N -0.89 0.31 -0.59
N 2.27 1.42 0.88
C -2.38 -3.37 -0.65
C 4.00 2.22 0.16
H -0.23 -1.13 -0.25
H -0.27 -0.41 0.11
H 0.23 -0.29 -0.69
H -0.78 -1.78 -1.88
H -1.17 -1.69 -0.84
H -1.74 1.17 1.30
H 0.02 0.20 0.25
H -0.25 -0.27 -0.35

The value obtained for the total energy is -266.560412 hartree. Its SMILES is C[C@@H]1N2N[C@@]12C.



(5)
DFT (the ωB97M-V functional and the def2-TZVPD basis) results for one molecule with the formula C4H8N2.

Last column: Löwdin charge in e.
Cartesian coordinates (Å):
C 1.614655 0.271434 -0.834486  -0.14
N 1.768862 0.123751 0.606530  -0.01
C 0.644883 -0.536107 -0.066469  -0.29
C -0.569746 0.205172 0.390838  -0.31
C -1.856969 0.220771 -0.359648  -0.14
N -1.711179 -0.567506 0.867352  0.01
H 2.332705 -0.228182 -1.476545  0.10
H 1.294604 1.259634 -1.171526  0.11
H 2.528485 -0.469352 0.910246  0.09
H 0.606435 -1.618349 -0.189670  0.15
H -0.046857 0.995095 0.975395  0.15
H -1.959082 -0.387474 -1.262350  0.10
H -2.507609 1.096732 -0.351293  0.10
H -2.184443 -0.097021 1.632967  0.09

Forces on the atoms, in the same order (eV/Å):
C 0.20 0.11 -0.23
N 0.51 -0.15 0.23
C 0.05 -0.10 0.12
C 0.22 -0.08 -0.03
C 0.04 0.14 -0.16
N -0.08 0.00 0.27
H -0.14 -0.01 -0.03
H 0.19 -0.19 0.10
H 0.06 -0.23 -0.39
H 0.07 0.23 0.08
H -1.74 0.21 -0.29
H 0.16 0.21 0.21
H 0.30 -0.12 0.12
H 0.16 -0.03 0.00

The value obtained for the total energy is -266.625981 hartree. Its SMILES is C1N[C@H]1[C@H]1CN1.



(6)
DFT (the ωB97M-V functional and the def2-TZVPD basis) results for a 2-piece molecular cluster, C4H8N2 overall.

Last column: Löwdin charge in e.
Cartesian coordinates (Å):
C 1.772251 1.020814 -0.285684  -0.07
C 0.388690 0.690516 0.177518  -0.23
N -0.368198 -0.064757 -0.504706  0.01
C -1.708956 -0.364412 -0.033676  -0.22
C -2.072947 0.148414 1.304084  -0.22
N -2.313652 0.568862 2.354405  0.15
H 2.511011 0.676081 0.446340  0.08
H 1.972287 0.550494 -1.250449  0.07
H 1.896289 2.106426 -0.376304  0.08
H 0.064592 1.132885 1.131456  0.11
H -1.837631 -1.452126 -0.034741  0.12
H -2.426864 0.033220 -0.759767  0.12
H 1.246721 -2.846705 -1.101260  0.02
H 0.876404 -2.199709 -1.067221  -0.01

Forces on the atoms, in the same order (eV/Å):
C 0.02 -0.01 -0.07
C -0.12 -0.11 -0.13
N 0.20 0.33 0.28
C -0.13 -0.06 -0.04
C -0.15 0.36 0.86
N 0.22 -0.40 -1.01
H -0.11 0.04 -0.06
H -0.02 0.06 0.13
H -0.05 -0.15 0.03
H 0.03 -0.09 -0.12
H 0.00 0.14 0.04
H 0.09 -0.06 0.10
H -0.04 0.05 0.01
H 0.06 -0.09 -0.02

The value obtained for the total energy is -266.659179 hartree. Its SMILES is C/C=N/CC#N.[H][H].



(7)
DFT (the ωB97M-V functional and the def2-TZVPD basis) results for one molecule with the formula C4H8N2.

Last column: Löwdin charge in e.
Cartesian coordinates (Å):
H 2.362625 1.410996 -0.569848  0.04
N 1.347342 1.327991 -0.501510  0.10
C 0.938374 0.204582 -0.075362  -0.45
N 1.739539 -0.834323 0.316614  0.11
C -0.668305 -0.089626 -0.128083  -0.31
C -1.142625 -1.280730 -0.436587  0.03
C -1.323522 1.113493 0.356698  -0.10
H 1.345283 -1.677718 0.691435  0.08
H 2.742595 -0.746366 0.260733  0.09
H -2.204291 -1.449505 -0.522259  0.06
H -0.495079 -2.094863 -0.722706  0.06
H -0.993298 1.989045 -0.195463  0.07
H -1.207249 1.253961 1.428551  0.09
H -2.441391 0.873064 0.097787  0.11

Forces on the atoms, in the same order (eV/Å):
H -0.14 -0.13 0.30
N -0.29 0.31 -0.18
C -1.45 -1.16 -0.84
N -0.15 -0.12 0.02
C 4.55 0.31 1.06
C -0.05 0.10 -0.38
C -3.82 -0.42 -1.11
H 0.04 0.05 -0.01
H -0.21 -0.04 0.07
H -0.21 -0.04 0.16
H 0.09 -0.06 -0.05
H 0.01 0.04 0.12
H 0.05 0.03 0.01
H 1.58 1.13 0.83

The value obtained for the total energy is -266.687091 hartree. Its SMILES is [H]/N=C(\N)C(=C)C.



(8)
DFT (the ωB97M-V functional and the def2-TZVPD basis) results for one molecule with the formula C4H8N2.

Last column: Löwdin charge in e.
Cartesian coordinates (Å):
C -0.283177 1.301263 0.545268  -0.03
N -0.367530 0.051084 -0.201938  -0.23
C -1.466855 -0.852147 0.095994  -0.05
C 0.687698 -0.341986 -0.913197  -0.09
C 2.059800 -0.058918 -0.426856  -0.46
N 2.881462 0.716897 -0.017368  0.06
H -1.150523 1.384798 1.202969  0.09
H -0.269386 2.152229 -0.140482  0.10
H 0.641911 1.329505 1.134872  0.08
H -1.349590 -1.276758 1.102464  0.10
H -1.472082 -1.671003 -0.627072  0.09
H -2.422897 -0.324189 0.042338  0.09
H 0.557712 -1.173634 -1.599365  0.11
H 1.953462 -1.237143 -0.197628  0.15

Forces on the atoms, in the same order (eV/Å):
C 0.00 0.10 0.07
N 0.20 -0.03 -0.12
C -0.11 -0.08 -0.05
C -0.26 -0.07 0.10
C 0.38 0.59 0.17
N -0.49 -0.51 -0.29
H 0.14 -0.03 -0.08
H -0.02 -0.12 0.11
H -0.11 0.01 -0.07
H -0.02 0.06 -0.13
H 0.00 0.13 0.10
H 0.14 -0.06 0.00
H 0.08 0.10 0.11
H 0.07 -0.10 0.07

The value obtained for the total energy is -266.576042 hartree.



Quick rundown of ΔE to the lowest compared entry with this formula, charge and spin, same order as above: 20.0; 120.2; 212.3; 101.4; 60.3; 39.4; 21.9; 91.6 kcal per mole